Entry 1:
C44H78N6O7PS | wB97M-V/def2-TZVPD

Computed properties:
Total charge: -1
Spin multiplicity: 1
E_tot, eV: -90293.09340

Each line ends with the Löwdin charge.
Positions of all 137 atoms, in Å:
1 C -4.995 4.943 0.888  -0.110
2 C -5.436 3.493 0.691  -0.270
3 C -5.614 3.099 -0.771  -0.194
4 C -6.142 1.665 -0.903  -0.210
5 N -5.772 0.899 -2.095  0.041
6 C -4.527 0.176 -2.081  -0.474
7 C -4.400 -0.803 -0.903  -0.111
8 C -5.478 -1.874 -0.736  -0.226
9 C -6.860 -1.396 -0.311  -0.111
10 O -3.407 1.037 -1.974  -0.194
11 P -2.305 1.035 -3.263  0.363
12 S -3.671 2.596 -4.348  0.539
13 O -1.225 1.122 -4.536  -0.298
14 C -0.987 0.056 -5.419  -0.262
15 C 0.392 0.261 -6.029  -0.187
16 C 1.503 -0.194 -5.090  -0.256
17 C 2.852 0.473 -5.353  -0.108
18 O -1.605 2.372 -2.516  -0.304
19 C -0.613 3.140 -3.149  -0.295
20 C -0.347 4.385 -2.316  -0.184
21 C -1.606 5.220 -2.118  -0.268
22 C -1.906 6.134 -3.302  -0.118
23 O -1.328 -0.137 -2.472  -0.214
24 C -0.537 0.210 -1.376  -0.212
25 C 0.239 -1.002 -0.847  -0.374
26 C -0.331 -2.329 -1.284  -0.042
27 O 1.608 -0.924 -1.325  -0.067
28 O -3.142 -0.207 -4.002  -0.235
29 C -4.341 -0.624 -3.404  -0.271
30 C -5.415 -0.589 -4.498  -0.108
31 C -6.651 -1.463 -4.334  -0.213
32 O -7.744 -0.939 -3.607  -0.162
33 C -8.530 -0.009 -4.317  -0.280
34 C -8.764 1.258 -3.509  -0.070
35 H -4.366 5.046 1.772  0.062
36 H -5.854 5.594 1.039  0.063
37 H -4.419 5.295 0.040  0.059
38 H -4.742 2.796 1.164  0.105
39 H -6.398 3.351 1.194  0.103
40 H -4.671 3.208 -1.301  0.093
41 H -6.326 3.796 -1.222  0.113
42 H -7.235 1.720 -0.885  0.099
43 H -5.870 1.108 -0.010  0.092
44 H -5.740 1.534 -2.888  0.062
45 H -4.306 -0.238 0.023  0.116
46 H -3.449 -1.299 -1.098  0.106
47 H -5.118 -2.560 0.036  0.101
48 H -5.561 -2.474 -1.644  0.090
49 H -6.837 -0.976 0.695  0.069
50 H -7.550 -2.241 -0.283  0.067
51 H -7.265 -0.672 -1.010  0.041
52 H -3.660 2.084 -5.583  -0.221
53 H -1.013 -0.903 -4.899  0.115
54 H -1.749 0.042 -6.202  0.113
55 H 0.489 1.325 -6.252  0.115
56 H 0.449 -0.310 -6.958  0.107
57 H 1.620 -1.275 -5.188  0.103
58 H 1.210 0.005 -4.059  0.097
59 H 3.046 0.604 -6.418  0.066
60 H 3.657 -0.148 -4.961  0.038
61 H 2.916 1.436 -4.851  0.069
62 H -0.939 3.438 -4.148  0.091
63 H 0.315 2.571 -3.249  0.109
64 H 0.391 4.985 -2.855  0.109
65 H 0.061 4.084 -1.350  0.106
66 H -1.497 5.835 -1.222  0.097
67 H -2.454 4.561 -1.950  0.085
68 H -1.897 5.579 -4.238  0.058
69 H -2.898 6.573 -3.196  0.064
70 H -1.191 6.956 -3.346  0.063
71 H -1.161 0.612 -0.572  0.124
72 H 0.218 0.952 -1.640  0.113
73 H 0.268 -0.932 0.242  0.133
74 H -1.363 -2.448 -0.960  0.073
75 H -0.265 -2.405 -2.365  0.082
76 H 0.261 -3.134 -0.844  0.073
77 H 2.194 -0.908 -0.565  0.045
78 H -4.202 -1.685 -3.171  0.142
79 H -4.893 -0.998 -5.365  0.124
80 H -5.684 0.434 -4.763  0.092
81 H -7.011 -1.707 -5.341  0.113
82 H -6.391 -2.412 -3.862  0.115
83 H -9.494 -0.472 -4.556  0.110
84 H -8.056 0.252 -5.266  0.112
85 H -9.716 1.711 -3.781  0.067
86 H -8.748 1.031 -2.447  0.061
87 H -7.986 1.996 -3.695  0.069
88 N 4.316 -0.512 1.887  0.031
89 C 4.246 -0.707 3.235  -0.141
90 C 4.152 -2.055 3.459  -0.147
91 C 4.170 -2.703 2.192  -0.087
92 C 4.272 -1.720 1.243  -0.126
93 H 4.385 0.382 1.433  0.154
94 H 4.277 0.118 3.927  0.105
95 H 4.084 -2.525 4.427  0.079
96 H 4.116 -3.761 2.001  0.099
97 H 4.315 -1.776 0.170  0.082
98 N 6.654 -2.092 -3.969  0.003
99 C 5.303 -2.266 -3.840  -0.141
100 C 4.960 -1.970 -2.550  -0.101
101 C 6.156 -1.603 -1.872  -0.117
102 C 7.183 -1.684 -2.775  -0.144
103 H 7.176 -2.236 -4.813  0.141
104 H 4.696 -2.580 -4.672  0.110
105 H 3.956 -2.007 -2.155  0.079
106 H 6.252 -1.300 -0.843  0.073
107 H 8.236 -1.486 -2.669  0.101
108 N 7.173 -2.568 4.394  0.018
109 C 6.858 -2.981 5.657  -0.157
110 C 8.025 -3.281 6.310  -0.113
111 C 9.089 -3.051 5.397  -0.114
112 C 8.528 -2.606 4.226  -0.139
113 H 6.500 -2.270 3.706  0.106
114 H 5.835 -3.021 5.991  0.088
115 H 8.105 -3.628 7.328  0.087
116 H 10.141 -3.187 5.580  0.086
117 H 8.978 -2.312 3.294  0.105
118 N 3.422 -0.120 6.732  0.003
119 C 4.534 0.430 7.313  -0.155
120 C 4.114 1.420 8.161  -0.113
121 C 2.694 1.468 8.085  -0.110
122 C 2.298 0.506 7.195  -0.134
123 H 3.435 -0.866 6.061  0.115
124 H 5.522 0.072 7.072  0.104
125 H 4.751 2.043 8.765  0.089
126 H 2.040 2.135 8.621  0.090
127 H 1.319 0.217 6.853  0.109
128 N 5.621 -2.888 9.671  0.008
129 C 5.343 -4.200 9.936  -0.145
130 C 6.213 -4.624 10.905  -0.117
131 C 7.047 -3.522 11.237  -0.117
132 C 6.656 -2.466 10.457  -0.145
133 H 5.141 -2.317 8.999  0.130
134 H 4.557 -4.719 9.415  0.103
135 H 6.248 -5.614 11.329  0.086
136 H 7.843 -3.506 11.962  0.086
137 H 7.025 -1.457 10.394  0.105


Entry 2:
C52H51CoN4OPSe2Te | wB97M-V/def2-TZVPD

Computed properties:
Total charge: 0
Spin multiplicity: 6
E_tot, eV: -247659.95479
Energy above the lowest of the compared OMol25 structures with the same formula, charge and spin, kJ/mol: 0.00
<S²>: 8.778

Each line ends with the Löwdin charge.
Positions of all 113 atoms, in Å:
1 Co 1.468 0.478 -0.262  0.348
2 C 5.035 -0.035 2.031  -0.071
3 C 4.606 0.417 3.269  -0.089
4 C 3.363 0.998 3.396  -0.041
5 C 2.534 1.157 2.279  -0.194
6 C 2.962 0.673 1.022  -0.132
7 C 4.207 0.072 0.927  -0.123
8 C 1.251 1.833 2.334  -0.219
9 C 0.799 2.536 3.472  0.005
10 C -0.380 3.224 3.436  0.015
11 C -1.132 3.259 2.239  -0.156
12 C -2.315 4.004 2.101  -0.025
13 C -2.988 4.036 0.904  -0.076
14 C -2.494 3.321 -0.190  -0.070
15 C -1.349 2.572 -0.076  -0.061
16 C -0.632 2.521 1.131  -0.250
17 N 0.516 1.796 1.209  0.043
18 H 6.012 -0.477 1.916  0.102
19 H 5.248 0.309 4.131  0.099
20 H 3.030 1.302 4.376  0.095
21 H 4.566 -0.296 -0.023  0.005
22 H 1.391 2.542 4.375  0.107
23 H -0.730 3.778 4.294  0.122
24 H -2.674 4.573 2.948  0.115
25 H -3.887 4.626 0.801  0.105
26 H -3.012 3.361 -1.137  0.113
27 H -0.956 2.041 -0.933  0.022
28 Se 4.642 -0.030 -2.731  0.372
29 P 3.159 1.290 -3.450  0.229
30 Se 1.294 1.632 -2.273  0.463
31 C 3.793 3.004 -3.604  -0.399
32 C 2.978 4.009 -4.110  -0.120
33 C 3.422 5.314 -4.151  -0.080
34 C 4.670 5.636 -3.644  -0.086
35 C 5.460 4.648 -3.082  -0.079
36 C 5.031 3.332 -3.071  -0.111
37 C 2.501 0.706 -5.066  -0.398
38 C 1.517 1.416 -5.742  -0.114
39 C 0.944 0.903 -6.889  -0.080
40 C 1.314 -0.349 -7.352  -0.085
41 C 2.268 -1.079 -6.664  -0.079
42 C 2.870 -0.549 -5.535  -0.143
43 H 1.980 3.778 -4.444  0.068
44 H 2.782 6.080 -4.564  0.103
45 H 5.017 6.658 -3.677  0.101
46 H 6.414 4.903 -2.643  0.103
47 H 5.654 2.563 -2.635  0.051
48 H 1.168 2.362 -5.361  0.072
49 H 0.193 1.481 -7.408  0.103
50 H 0.851 -0.757 -8.239  0.101
51 H 2.539 -2.069 -6.999  0.104
52 H 3.623 -1.120 -5.009  0.043
53 N 0.665 -2.891 -2.402  -0.040
54 N 1.085 -1.582 -2.783  -0.087
55 H 0.090 -3.343 -3.113  0.070
56 H 0.120 -2.815 -1.548  0.042
57 H 0.417 -1.106 -3.391  0.049
58 H 1.961 -1.674 -3.294  0.033
59 C -5.559 1.757 5.910  -0.048
60 C -4.608 1.096 4.961  -0.266
61 C -3.421 0.533 5.403  -0.012
62 C -2.521 -0.043 4.517  -0.315
63 C -1.228 -0.615 5.024  -0.069
64 C -2.824 -0.080 3.156  -0.324
65 Te -1.252 -0.709 1.749  1.908
66 N 0.765 -1.063 0.305  -0.116
67 C 0.999 -2.209 0.855  -0.595
68 O 0.155 -2.710 1.677  -0.167
69 C 2.219 -2.990 0.542  -0.145
70 C 3.079 -2.599 -0.478  -0.075
71 C 4.216 -3.332 -0.751  -0.072
72 C 4.495 -4.475 -0.018  -0.077
73 C 3.637 -4.871 0.996  -0.080
74 C 2.506 -4.133 1.282  -0.015
75 C -2.507 -2.002 0.599  -0.321
76 C -3.186 -3.053 1.213  -0.286
77 C -3.015 -3.350 2.668  -0.053
78 C -4.041 -3.843 0.454  -0.004
79 C -4.219 -3.632 -0.903  -0.261
80 C -5.153 -4.478 -1.715  -0.045
81 C -3.497 -2.609 -1.504  -0.009
82 C -2.652 -1.784 -0.774  -0.299
83 C -1.972 -0.648 -1.472  -0.081
84 C -4.005 0.492 2.693  -0.293
85 C -4.305 0.529 1.230  -0.052
86 C -4.881 1.064 3.602  -0.011
87 H -5.271 1.584 6.943  0.074
88 H -6.569 1.382 5.762  0.081
89 H -5.575 2.832 5.737  0.083
90 H -3.181 0.550 6.456  0.114
91 H -1.173 -0.548 6.111  0.082
92 H -0.383 -0.065 4.599  0.061
93 H -1.134 -1.664 4.730  0.071
94 H 2.842 -1.718 -1.059  0.036
95 H 4.882 -3.003 -1.538  0.087
96 H 5.384 -5.049 -0.233  0.101
97 H 3.855 -5.760 1.569  0.099
98 H 1.835 -4.428 2.072  0.112
99 H -1.996 -3.095 2.967  0.041
100 H -3.203 -4.406 2.860  0.087
101 H -3.718 -2.763 3.262  0.090
102 H -4.579 -4.643 0.944  0.118
103 H -5.686 -5.184 -1.082  0.074
104 H -4.596 -5.038 -2.465  0.084
105 H -5.879 -3.852 -2.234  0.083
106 H -3.617 -2.430 -2.564  0.122
107 H -1.944 -0.816 -2.546  0.084
108 H -0.950 -0.507 -1.117  0.007
109 H -2.522 0.277 -1.298  0.071
110 H -3.390 0.766 0.684  0.029
111 H -5.052 1.285 1.005  0.086
112 H -4.672 -0.435 0.878  0.089
113 H -5.790 1.515 3.235  0.120


Entry 3:
C24H54ClN3O15S5 | wB97M-V/def2-TZVPD

Computed properties:
Total charge: 0
SMILES: N#CC[C@@](Cl)(C#N)CCCCCN.CCOS(C)(=O)=O.CCOS(C)(=O)=O.CCOS(C)(=O)=O.CCOS(C)(=O)=O.CCOS(C)(=O)=O
Spin multiplicity: 1
E_tot, eV: -127639.10507
Energy above the lowest of the compared OMol25 structures with the same formula, charge and spin, kJ/mol: 259.46

Each line ends with the Löwdin charge.
Positions of all 102 atoms, in Å:
1 N 1.752 0.234 0.985  0.152
2 C 2.636 -0.587 0.872  -0.140
3 C 3.703 -1.749 1.177  -0.133
4 C 3.458 -3.087 0.277  -0.701
5 Cl 4.724 -3.101 -1.055  0.634
6 C 3.793 -4.349 1.250  -0.146
7 N 3.833 -5.193 2.127  0.143
8 C 1.940 -3.267 -0.226  -0.195
9 C 1.592 -2.542 -1.623  -0.201
10 C 0.155 -1.762 -1.596  -0.205
11 C -1.023 -2.630 -0.919  -0.189
12 C -1.371 -2.138 0.606  -0.260
13 N -1.465 -3.300 1.573  -0.037
14 H 4.749 -1.294 0.980  0.117
15 H 3.668 -2.110 2.280  0.137
16 H 1.238 -2.942 0.624  0.112
17 H 1.779 -4.409 -0.366  0.132
18 H 2.422 -1.871 -2.042  0.092
19 H 1.446 -3.388 -2.406  0.120
20 H 0.306 -0.729 -1.089  0.092
21 H -0.196 -1.523 -2.679  0.115
22 H -2.014 -2.493 -1.505  0.110
23 H -0.760 -3.746 -0.952  0.103
24 H -0.513 -1.421 0.904  0.082
25 H -2.360 -1.538 0.645  0.119
26 H -0.814 -4.044 1.236  0.052
27 H -1.054 -2.988 2.477  0.058
28 C 2.822 2.237 -1.414  -0.090
29 C 1.882 3.395 -1.142  -0.267
30 O 1.528 4.075 -2.345  -0.267
31 S 0.412 3.408 -3.311  0.603
32 C 0.121 4.829 -4.325  -0.121
33 O -0.774 3.139 -2.538  -0.285
34 O 1.042 2.393 -4.114  -0.286
35 H 2.317 1.443 -1.970  0.064
36 H 3.191 1.812 -0.479  0.045
37 H 3.674 2.562 -2.018  0.085
38 H 0.988 3.061 -0.607  0.114
39 H 2.387 4.124 -0.503  0.122
40 H -0.303 5.622 -3.709  0.076
41 H -0.584 4.546 -5.108  0.079
42 H 1.065 5.145 -4.770  0.067
43 C -5.600 -0.496 5.849  -0.077
44 C -4.795 -1.643 6.431  -0.269
45 O -4.927 -2.827 5.644  -0.268
46 S -4.078 -2.942 4.270  0.595
47 C -4.316 -4.676 4.008  -0.123
48 O -2.686 -2.705 4.559  -0.295
49 O -4.774 -2.224 3.235  -0.284
50 H -5.182 -0.168 4.894  0.073
51 H -5.600 0.359 6.529  0.068
52 H -6.632 -0.803 5.662  0.088
53 H -3.742 -1.369 6.546  0.116
54 H -5.178 -1.881 7.426  0.121
55 H -3.840 -5.225 4.821  0.073
56 H -3.851 -4.938 3.056  0.069
57 H -5.385 -4.885 3.971  0.073
58 C -8.448 3.857 3.536  -0.076
59 C -6.978 4.230 3.507  -0.268
60 O -6.569 4.843 4.729  -0.266
61 S -6.294 3.898 6.014  0.605
62 C -5.462 5.109 7.003  -0.123
63 O -5.349 2.874 5.648  -0.284
64 O -7.553 3.586 6.638  -0.281
65 H -8.636 3.055 4.253  0.071
66 H -8.779 3.516 2.552  0.081
67 H -9.059 4.711 3.840  0.085
68 H -6.353 3.361 3.281  0.118
69 H -6.810 4.963 2.714  0.123
70 H -4.535 5.394 6.507  0.075
71 H -5.247 4.660 7.973  0.077
72 H -6.117 5.972 7.129  0.075
73 C 6.239 -6.552 1.818  -0.115
74 C 7.052 -7.692 2.402  -0.263
75 O 6.927 -8.879 1.619  -0.266
76 S 7.775 -8.991 0.245  0.603
77 C 7.548 -10.729 -0.011  -0.126
78 O 9.165 -8.744 0.531  -0.284
79 O 7.074 -8.280 -0.792  -0.284
80 H 6.653 -6.224 0.861  0.074
81 H 6.233 -5.696 2.495  0.067
82 H 5.211 -6.866 1.633  0.052
83 H 8.103 -7.411 2.516  0.115
84 H 6.672 -7.929 3.399  0.123
85 H 8.028 -11.272 0.803  0.074
86 H 8.012 -10.992 -0.962  0.076
87 H 6.480 -10.944 -0.046  0.074
88 C -0.447 6.712 -10.242  -0.076
89 C 1.051 6.857 -10.054  -0.270
90 O 1.371 8.001 -9.263  -0.265
91 S 1.190 7.906 -7.658  0.602
92 C 2.095 9.372 -7.248  -0.122
93 O 1.918 6.763 -7.170  -0.286
94 O -0.197 8.120 -7.335  -0.283
95 H -0.939 6.466 -9.297  0.071
96 H -0.671 5.918 -10.957  0.081
97 H -0.885 7.648 -10.600  0.086
98 H 1.485 5.951 -9.620  0.117
99 H 1.521 7.005 -11.029  0.123
100 H 3.136 9.239 -7.543  0.075
101 H 2.027 9.518 -6.169  0.077
102 H 1.649 10.220 -7.767  0.075


Q: What is the total charge in the first record?
A: -1